The following is a quantum chemistry calculation of one molecule with the formula C19H19F3N6O4S3 at a distorted geometry, from the OMol25 dataset.

```
54
Properties=species:S:1:pos:R:3:forces:R:3
H -7.1175 -0.9227 -0.0894 -0.2162 -0.1384 0.0209
H -1.4547 -0.0190 -3.1876 0.0888 -0.0241 -0.0135
C -5.4252 0.5026 0.0329 0.3527 -0.4766 -0.3366
H 1.0425 -1.7840 -1.5101 0.2325 0.0139 -0.0647
H 1.2707 1.0068 1.2819 -0.0794 -0.0779 0.0108
C -5.9054 1.6366 0.8662 -0.0263 0.5841 0.2987
C 4.2448 2.9462 0.5328 0.2802 0.0292 -0.8554
O 2.7774 -1.8360 3.1040 -0.3572 0.2184 0.4696
H 4.3198 -2.5700 -1.7008 0.0255 -0.0063 -0.0060
C -0.6303 -0.1974 1.1768 0.0529 -0.0098 -0.1819
H -0.9724 0.3610 2.0482 0.0381 -0.0652 -0.0412
H -6.3442 -3.0849 -1.5653 -0.0212 -0.0366 -0.0133
S 4.8232 2.6217 -1.1026 -0.3336 -0.5760 0.7722
N 3.9841 1.8777 1.1903 -0.4051 1.1264 1.1587
C -1.6966 -1.1526 -0.7830 -0.5601 0.0951 -0.2402
C 1.8794 -1.0803 -1.4798 -0.5523 0.1798 0.0759
H -2.9486 -1.8684 -2.3593 -0.0011 0.1236 0.2168
H -2.3657 1.1351 -2.2075 0.0297 0.0443 0.0048
H -3.1583 0.2982 -3.5481 -0.0745 0.0125 -0.0591
C 4.6260 0.9305 -0.6710 0.1594 0.6687 -0.2470
S 4.9471 -0.3111 -1.8271 0.1150 -0.4377 -0.3327
H 2.3020 -0.9428 -2.4730 0.0214 -0.0275 0.0287
C -2.4258 0.1960 -2.7507 -0.0941 -0.1370 -0.0297
C 4.0845 4.3195 1.0515 -0.0011 0.2418 0.0099
H 3.3231 -2.1855 3.8259 0.0881 -0.0514 -0.3174
F -6.2465 2.7128 0.1325 0.0348 -0.0577 -0.1942
N -4.1959 0.5032 -0.4646 -0.2719 0.7999 0.2802
C -6.1144 -0.6545 -0.3449 0.2268 0.0525 -0.0755
C 0.8034 0.2022 0.7072 0.1333 0.5914 -0.3027
H 4.9417 -2.0220 -0.1182 -0.0829 -0.0703 -0.1769
O 4.3633 -2.7385 1.8169 0.0254 -0.0648 0.0361
C 0.0263 -1.5595 1.5276 -0.4147 -0.1904 0.3238
C -2.8300 -0.9354 -1.8029 0.6929 0.0414 -0.2651
H 3.3526 4.8629 0.4554 -0.0320 0.0877 0.0365
O -0.9080 -2.0671 -0.9042 0.1232 -0.2430 -0.1533
H -5.2384 -2.5941 -2.8525 -0.0147 -0.0702 -0.0601
N 4.1980 0.7476 0.5307 0.4804 -1.1841 -0.5692
O -0.3429 -2.5743 2.0305 -0.0458 -0.2210 0.0956
C -5.2087 -1.3679 -1.1087 -0.4063 0.0803 0.2155
H -2.3930 0.4771 0.2033 0.1575 -0.1865 0.0379
N -4.0787 -0.6278 -1.1520 -0.6903 -0.1033 0.1244
H 5.0306 4.8559 0.9980 0.0113 0.0897 0.0550
C 2.5043 -1.6332 0.8034 -0.0193 -0.4619 -0.6258
N 1.2468 -1.1120 1.1072 0.4525 0.2245 -0.1133
C 3.3262 -2.1315 1.9270 0.5014 -0.1153 -0.1171
F -6.9912 1.3096 1.5814 -0.0895 -0.2869 -0.0694
N -1.6603 -0.2295 0.1905 -0.0108 0.2068 0.4363
C -5.3560 -2.6854 -1.7729 0.1147 -0.0499 -0.0549
S 1.1276 0.5465 -1.0467 0.1012 0.0179 -0.0542
C 4.2815 -1.7809 -0.9487 0.4256 0.4006 0.1722
H -4.6108 -3.3885 -1.4024 -0.0033 -0.0981 -0.0285
C 2.8933 -1.5318 -0.4865 -0.3250 -0.3488 0.7360
F -4.9772 2.0596 1.7405 0.1695 -0.1100 -0.0426
H 3.7501 4.2748 2.0843 -0.0060 -0.0034 0.0253
```
Forces are in eV/Å.

The value obtained for the total energy is -77800.63599 eV. Its SMILES is Cc1nnc(SCC2=C(C(=O)O)N3C(=O)[C@H](NC(=O)[C@H](C)n4nc(C(F)(F)F)cc4C)[C@@H]3SC2)s1. As for the max |F|: 1.67 eV/A. The calculation puts the HOMO energy at -0.3211 Ha. For the HOMO-LUMO gap, the calculation gives 8.961 eV.

***

The following is a quantum chemistry calculation of C19H19F5InO12P2 as an isolated structure, from the OMol25 dataset.

```
58
Properties=species:S:1:pos:R:3:forces:R:3
C 1.3256 2.3278 -3.3012 0.0230 -0.0128 -0.0034
O -0.9341 3.1907 -3.2584 -0.0527 -0.0315 0.0296
In -0.3916 -0.8181 -0.0145 -0.0520 -0.0660 -0.0961
H -0.6783 0.4687 4.3293 -0.0008 -0.0024 0.0009
H 4.0996 -1.2610 -0.1074 0.0064 -0.0045 -0.0072
H -1.0575 -4.8944 0.3781 0.0091 -0.0221 0.0166
C -0.0596 2.1960 -2.6869 -0.0482 0.0462 -0.0457
C 4.7653 -0.0667 1.5581 0.0175 -0.0081 -0.0084
C 3.0727 0.6060 3.0946 -0.0127 -0.0054 -0.0046
F -4.2935 1.6028 -1.2444 -0.0340 -0.0566 0.0831
O -2.3561 0.7738 -3.0397 -0.0172 -0.0041 -0.0610
C -0.6005 -3.9276 0.5964 0.0046 -0.0194 0.0012
P 0.0432 2.4644 -0.8400 -0.1742 -0.0146 -0.0528
H 6.0108 -0.1816 -0.8058 -0.0034 0.0024 0.0000
F -2.9495 -1.8906 1.6507 -0.0691 0.0281 -0.0517
O -1.4990 2.7579 -0.5212 0.0944 0.1067 -0.0272
H 5.1380 1.1434 3.3033 -0.0015 0.0002 0.0020
H 1.9636 1.5030 -2.9760 -0.0020 -0.0008 0.0080
O -2.2884 0.3497 0.1721 0.0641 0.0011 -0.0635
O -0.4480 0.3806 -4.6683 -0.0037 0.0565 -0.0514
H 1.2598 2.3204 -4.3887 0.0057 0.0005 0.0014
O 0.4220 1.1245 -0.2393 0.1534 0.0134 0.1746
H 0.4858 -3.9757 0.4848 -0.0014 0.0129 0.0005
O -0.2560 -0.5298 2.2071 0.0316 0.0642 -0.0071
C 0.7126 -0.0402 2.8158 -0.0239 -0.0045 0.0206
O 0.8801 3.6507 -0.6042 0.0111 0.0157 0.0019
H 2.7867 1.1410 3.9898 0.0037 0.0020 -0.0004
C -5.1501 -1.7970 0.8599 0.0210 -0.0345 0.0263
O 1.6571 -1.4144 0.4034 0.0002 0.0165 -0.0438
F -6.7760 0.5820 -1.3069 0.0247 -0.0212 0.0195
H -2.6196 1.6926 -3.1952 0.0218 0.0161 0.0287
C -4.5401 0.4634 -0.5673 0.0138 0.0589 -0.0439
H 7.5862 -0.4230 -0.0122 -0.0003 -0.0016 0.0003
C 2.0728 -0.0592 2.3468 0.0266 -0.0314 -0.0174
C -3.8691 -1.2811 0.8803 -0.0169 -0.0883 0.0623
H -1.4054 3.6021 -2.5179 0.0278 0.0126 -0.0201
C 3.8410 -0.7357 0.7997 -0.0062 -0.0015 -0.0032
H -0.2101 -0.5368 -4.8447 0.0039 -0.0616 0.0147
C 0.3857 0.5952 4.1499 0.0104 -0.0139 0.0167
F -5.4417 -2.8925 1.5752 -0.0009 0.0057 -0.0135
C 2.4617 -0.7537 1.1551 0.0083 0.0296 0.0318
C 6.5180 -0.6117 0.0612 0.0008 -0.0008 0.0030
C -6.1409 -1.1844 0.1168 0.0054 0.0121 -0.0208
H -1.9607 1.9149 -0.2578 -0.0251 -0.0528 0.0220
C -5.8246 -0.0410 -0.5936 -0.0215 0.0016 -0.0012
O -1.9265 -3.1619 -1.2107 -0.0186 0.0647 -0.0192
O -0.3565 -0.6138 -2.3527 0.0656 0.0143 0.0316
P -0.7914 0.5811 -3.1171 0.0452 -0.0045 0.0105
H 0.9545 0.1355 4.9588 0.0036 0.0071 0.0000
H -0.7970 -3.6336 1.6310 -0.0077 0.0113 -0.0239
H 0.6218 1.6600 4.1336 -0.0106 0.0050 -0.0140
H 1.7645 3.2612 -2.9547 0.0068 0.0100 0.0001
O 6.0913 0.0030 1.2601 -0.0148 -0.0039 -0.0076
H 6.3394 -1.6898 0.0809 -0.0034 -0.0031 0.0035
C 4.3860 0.6175 2.7325 0.0100 0.0087 0.0045
C -1.1385 -2.8649 -0.3394 -0.0222 -0.1141 0.0946
F -7.3876 -1.6858 0.0894 0.0026 0.0077 0.0044
C -3.4984 -0.1438 0.1517 -0.0779 0.0539 -0.0059
```
Forces are in eV/Å.

The value obtained for the total energy is -81929.12714 eV. As for the net charge: -1. As for the max |F|: 0.23 eV/A. The calculation puts the HOMO energy at -0.1895 Ha. For the HOMO-LUMO gap, the calculation gives 7.611 eV.

***

The following is a quantum chemistry calculation of C19H19F5N3O5SeTe4Ti as an isolated structure at a distorted geometry, from the OMol25 dataset.

```
57
Properties=species:S:1:pos:R:3:forces:R:3
H 1.4395 1.4182 4.4114 0.0559 0.0084 0.0531
C -3.4914 -1.8542 -3.3784 0.0620 0.0089 0.1395
O 1.4682 1.8771 -0.1409 -0.0583 0.0066 -0.1778
C -2.3448 -1.9164 -1.2555 0.0034 0.1471 -0.3208
Te -3.7209 0.0170 4.3657 0.0226 0.0793 0.0242
H -4.0510 0.1531 -3.9106 0.0009 0.0088 0.0106
Te -0.3699 -2.2477 2.8865 -0.3344 -0.0628 -0.3388
O -1.2371 1.3187 0.7090 0.4216 0.7290 0.0339
C 1.7537 1.6029 3.3796 -0.1182 -0.0160 0.0166
H 2.1020 2.6470 3.3092 -0.0363 -0.0416 -0.0143
H -0.3241 3.0510 3.3101 0.0210 -0.0237 -0.0103
C 2.8556 0.5958 3.0335 0.0083 -0.0229 0.0219
C 0.7266 -1.0259 -2.3198 0.1112 0.0319 -0.0372
H -2.4939 1.4673 2.3185 0.0242 -0.0233 0.0096
H 3.8352 1.0375 3.2694 -0.0102 -0.0113 0.0666
Ti -0.7401 -0.7570 0.4745 0.1532 -0.1302 0.7068
C -3.5654 -0.4745 -3.1757 0.0123 -0.0241 0.0110
N -1.6856 -2.6021 -0.3348 0.2961 -0.1604 0.0819
H -0.8719 1.4615 3.8985 0.0103 -0.0029 0.0326
H 0.5289 3.3701 0.9279 0.0426 -0.0149 -0.0269
C 3.4610 0.9390 0.7482 0.0205 -0.0822 -0.0044
H 4.4765 1.2187 1.0707 0.0156 -0.0255 -0.0011
H -1.5988 3.0716 -0.3058 -0.0292 -0.0199 -0.0386
C 1.6112 -3.0972 -1.6228 0.1035 0.0247 0.2970
C 1.1835 -1.8126 -1.2607 -0.1315 -0.0980 0.2429
H 2.7129 -0.2883 3.6543 -0.0372 -0.0149 -0.0264
F 1.0440 -3.1661 -5.2069 0.0117 -0.0127 0.0461
Se -1.6590 -4.3250 -0.9182 -0.0267 -0.0839 0.0423
H -1.9066 2.9982 1.6713 -0.0392 0.0088 0.0104
C 1.0876 -2.7263 -3.9413 0.0047 -0.0809 -0.0977
N -2.3985 -0.5861 -1.0873 0.4113 -0.1569 -0.0402
H -3.8938 -2.3189 -4.2677 -0.0026 -0.0052 -0.0060
C -2.8467 -2.6342 -2.4013 -0.0837 0.2060 0.0025
H -0.8843 1.7709 -1.2526 0.0452 -0.0933 -0.0367
H 3.5379 0.3260 -0.1539 -0.0018 0.0326 0.0431
C 1.5651 -3.5410 -2.9282 0.0399 -0.1136 -0.1008
O 0.6543 1.4150 2.5118 -0.0230 -0.0008 0.0573
C 2.7123 2.2107 0.4176 0.0350 0.0988 0.0266
H 0.6651 3.6647 -0.8208 0.0129 0.0144 0.0111
O 2.8397 0.1270 1.7058 0.0917 0.0624 0.0066
F 1.9616 -4.7861 -3.2205 -0.0126 0.0596 -0.0022
N -2.5986 -3.9430 -2.4126 0.0701 -0.0618 0.0911
H 2.5723 2.8141 1.3212 0.0083 0.0197 -0.0662
C -3.0071 0.1222 -2.0554 -0.0965 0.0278 0.0038
Te -0.1082 -1.1592 5.2484 0.0626 0.0948 0.0838
C 0.5046 2.8867 -0.0582 0.1378 0.0038 0.0706
F 0.1965 -0.6416 -4.5903 0.0221 -0.0212 0.0619
F 2.0379 -3.9382 -0.6727 -0.0461 0.0546 -0.0830
C -1.6142 1.9838 1.9421 -0.1971 -0.1403 -0.0415
H 3.3086 2.8037 -0.2931 0.0030 -0.0029 0.0144
C 0.6593 -1.4523 -3.6306 0.0481 0.0419 0.0129
Te -3.0995 -1.3828 2.2354 0.2877 -0.2699 -0.0812
H -3.0535 1.1945 -1.9106 -0.0132 -0.0139 -0.0289
C -0.8472 2.2774 -0.2970 -0.3480 -0.0687 0.0232
F 0.3004 0.2137 -2.0101 -0.1361 0.0461 -0.1930
O 1.1329 -1.3868 -0.0035 -1.0367 0.1252 -0.6119
C -0.5230 2.0083 3.0170 0.1408 -0.0406 0.0298
```
Forces are in eV/Å.

The value obtained for the total energy is -165941.70669 eV. As for the net charge: -1. As for the multiplicity: 3. The expectation value of S² is 2.060. As for the max |F|: 1.21 eV/A. The calculation puts the HOMO energy (alpha / beta) at -0.1353 / -0.1341 Ha. For the HOMO-LUMO gap (alpha / beta), the calculation gives 5.666 / 5.081 eV.

***

The following is a quantum chemistry calculation of one molecule with the formula C19H19FN4O3 at a distorted geometry, from the OMol25 dataset.

```
46
Properties=species:S:1:pos:R:3:forces:R:3
C -3.5784 -0.3663 -0.5224 0.2579 -0.3859 0.1062
N -1.6759 -3.3190 -0.4228 -0.1460 -1.0951 -0.0863
O -4.7789 0.2549 -0.6956 0.1558 -0.1642 -0.1543
N 0.4581 -2.3593 -0.0739 0.2780 1.2163 0.0358
C -1.8631 1.5977 -0.2566 -0.0283 0.0161 0.0004
F 2.2682 1.7295 -1.1162 0.1542 -0.1648 0.1509
H 6.8359 -0.4738 1.2281 -0.0746 0.0509 -0.0478
H -4.6532 2.3172 -0.5258 -0.0105 -0.1074 0.0826
H 7.8899 2.4876 -0.8750 0.0385 0.0412 -0.0259
H -0.7842 1.6581 -0.3608 -0.0037 0.1177 -0.0086
C 4.8149 -0.1600 0.6993 -0.7488 0.1836 -0.2541
C -0.3930 -3.3812 -0.2576 -0.4719 -0.0562 -0.0626
C -2.2929 0.1684 -0.3242 0.0680 0.0465 0.0019
H -6.6162 0.6825 2.1912 0.0695 -0.0073 0.1283
C 4.0465 -1.1272 1.3318 -0.0462 -0.0131 0.0540
N -2.1941 -2.0895 -0.4173 0.5817 0.8538 0.1442
C 4.2378 0.8284 -0.1368 -0.1039 -0.4117 0.2979
H -4.2454 -2.4873 -0.7278 -0.1071 -0.2063 -0.0102
H -2.3205 2.1717 -1.0602 -0.0027 0.0944 -0.0204
H 8.4797 0.8368 -0.6451 0.0831 0.0020 -0.0435
C -1.4351 -0.9300 -0.2499 -0.1108 0.2412 0.0248
H 0.0452 -4.3677 -0.2628 -0.0903 -0.1332 -0.0272
H -4.5207 1.4142 1.0073 -0.0016 -0.0056 -0.0401
C -7.0467 0.5114 1.2079 0.0521 0.3930 -0.3181
C 2.8595 0.8068 -0.3279 -0.2667 -0.2747 0.1097
N 6.1593 0.0698 0.7198 0.3684 -0.0868 0.1044
H 5.2074 2.4890 -1.2602 0.0852 0.1870 -0.1319
H 8.2778 1.9017 0.7474 0.0727 0.0526 0.0234
C -3.4809 -1.7555 -0.5711 -0.5003 0.2139 -0.0915
C 6.4545 1.1566 -0.0655 -0.0165 0.2780 -0.2077
C 2.6845 -1.1165 1.1254 0.0095 0.0735 0.1246
C -6.5393 1.5695 0.2378 0.2777 -0.5907 -0.1940
O -6.8672 2.8367 0.7650 0.0480 0.2616 0.1632
C -5.0193 1.4432 0.0326 -0.3449 0.3859 0.1523
C 2.0873 -0.1631 0.2924 0.4869 0.1474 -0.1601
H -6.7628 -0.4736 0.8503 0.0038 -0.1211 0.0092
H -7.0203 1.4250 -0.7423 0.0792 -0.0023 0.1092
C 7.8568 1.6233 -0.2189 -0.0409 -0.0650 0.0446
H -2.1393 2.0547 0.6938 0.0007 0.0935 0.0094
H -6.6026 3.5216 0.1416 -0.0266 -0.0481 0.0057
H -8.1280 0.5722 1.2873 -0.1143 -0.0474 0.0264
C -0.0488 -1.1463 -0.0655 -0.0400 -1.1605 -0.2049
O 0.7187 -0.0682 0.0995 -0.1747 0.2287 0.0900
C 5.3013 1.6472 -0.6050 0.2546 0.0808 -0.0217
H 2.0578 -1.8523 1.5989 0.0312 -0.0096 0.0295
H 4.4981 -1.8684 1.9724 0.0148 -0.1027 0.0825
```
Forces are in eV/Å.

The value obtained for the total energy is -34830.65661 eV. Its SMILES is Cc1cc2c(F)c(Oc3ncnn4cc(OC[C@@H](C)O)c(C)c34)ccc2[nH]1. As for the max |F|: 1.25 eV/A. The calculation puts the HOMO energy at -0.2956 Ha. For the HOMO-LUMO gap, the calculation gives 8.767 eV.

***

> Among the records above, which one has the lowest max |F|?

C19H19F5InO12P2